1.
DFT (the ωB97M-V functional and the def2-TZVPD basis) results for a structure of composition C33H48FeN3S2Sb.

Structure (XYZ):
```
88
Properties=species:S:1:pos:R:3:mulliken_charge:R:1
Fe 1.14640 -0.67816 0.18006 2.043
C 2.18760 0.15240 -3.29235 -1.169
C 2.41191 1.23039 -2.28114 0.380
C 2.82811 2.48283 -2.73693 -0.556
C 3.17767 3.46598 -1.83874 -0.994
C 3.14366 3.15930 -0.48877 -0.720
C 2.70583 1.90282 -0.10225 0.148
N 2.28945 0.96188 -0.97529 0.633
C 2.68713 1.52560 1.32727 0.312
C 3.49064 2.16074 2.26418 -1.117
C 3.47237 1.71102 3.57150 -1.250
C 2.66120 0.64158 3.90094 -1.255
C 1.88043 0.04932 2.91405 0.490
N 1.90647 0.49210 1.65465 1.854
C 1.02434 -1.12907 3.17303 0.837
C 0.79540 -1.53961 4.47657 -1.182
C 0.04806 -2.68085 4.70562 -0.970
C -0.43779 -3.36001 3.61472 -1.093
C -0.21094 -2.87638 2.32615 0.321
C -0.79298 -3.67026 1.20249 -0.579
N 0.50209 -1.76451 2.09605 0.912
H 1.60545 0.52229 -4.13744 0.426
H 1.70239 -0.71552 -2.86000 -0.376
H 3.15901 -0.16338 -3.67871 0.458
H 2.88095 2.65760 -3.80244 0.533
H 3.48508 4.44565 -2.17730 0.438
H 3.41541 3.89524 0.25180 0.405
H 4.14506 2.96459 1.96595 0.531
H 4.10411 2.16930 4.31914 0.451
H 2.67044 0.25218 4.90548 0.471
H 1.18704 -0.97899 5.30914 0.431
H -0.13951 -3.02865 5.71166 0.462
H -1.01728 -4.26497 3.73234 0.548
H -1.85736 -3.83034 1.37410 0.436
H -0.31567 -4.65103 1.15731 0.474
H -0.65179 -3.17715 0.25082 -0.818
C 1.48947 -4.67984 -2.10410 -1.919
C 1.71627 -3.43485 -1.29397 0.197
S 0.55964 -2.19343 -1.45084 -0.355
C 2.83707 -3.28741 -0.47315 1.028
C 3.87955 -4.36047 -0.34640 -1.522
S 3.10318 -1.85660 0.40624 -0.512
H 0.51389 -4.64952 -2.58390 0.465
H 1.53946 -5.57251 -1.47859 0.393
H 2.24871 -4.78335 -2.88235 0.410
H 3.75942 -5.14850 -1.08385 0.458
H 3.83797 -4.80927 0.64822 0.295
H 4.87429 -3.93027 -0.45913 0.351
C -0.93554 2.40735 -3.04749 -2.242
C -1.79060 1.22467 -2.59348 2.087
C -1.38134 0.00336 -3.41741 -1.603
C -3.25610 1.54502 -2.87446 -1.775
Sb -1.37591 0.73595 -0.47855 0.917
C -3.20941 -0.33318 0.16056 1.914
C -3.35365 -1.56380 -0.73868 -1.826
C -2.97115 -0.74720 1.61358 -2.047
C -4.54169 0.41424 0.11269 -1.584
C -1.44219 2.65031 0.63323 1.869
C -0.40685 3.58726 0.01466 -2.240
C -1.02225 2.34401 2.07123 -1.990
C -2.78706 3.36697 0.65628 -1.880
H -0.94186 2.44551 -4.14100 0.579
H 0.10412 2.33256 -2.72124 0.407
H -1.33955 3.35582 -2.69275 0.435
H -1.59841 0.19894 -4.47218 0.552
H -1.91994 -0.89829 -3.13278 0.278
H -0.31473 -0.20884 -3.33031 0.036
H -3.34103 1.92418 -3.89734 0.496
H -3.66184 2.30551 -2.20641 0.248
H -3.88263 0.65694 -2.81178 0.329
H -2.42907 -2.12722 -0.86488 0.218
H -3.70592 -1.28101 -1.72983 0.327
H -4.10652 -2.23501 -0.31400 0.504
H -1.96341 -1.11611 1.79128 0.335
H -3.67964 -1.53419 1.89176 0.566
H -3.14482 0.09206 2.28953 0.289
H -4.89448 0.57928 -0.90244 0.292
H -4.52486 1.37150 0.62746 0.178
H -5.29086 -0.20763 0.61341 0.506
H 0.57444 3.11874 -0.06185 0.529
H -0.30069 4.47071 0.65222 0.564
H -0.69654 3.93552 -0.97573 0.310
H -0.09382 1.77190 2.11254 0.261
H -1.78750 1.78811 2.61480 0.309
H -0.86137 3.28551 2.60513 0.485
H -3.17815 3.55994 -0.34322 0.288
H -2.66202 4.33560 1.15055 0.474
H -3.53446 2.81712 1.22507 0.399
```

The spin multiplicity is 2. The LUMO energy (spin up / spin down) comes out at -0.11033 / -0.13676 Ha. The charge is +1. The value obtained for the gap between HOMO and LUMO (spin up / spin down) is 6.638 / 7.030 eV. The expectation value of S² is 1.02. Its HOMO energy (spin up / spin down) is -9.64 / -10.75 eV.

2.
DFT (the ωB97M-V functional and the def2-TZVPD basis) results for the molecule C20H28N4O3S.

Structure (XYZ):
```
56
Properties=species:S:1:pos:R:3:mulliken_charge:R:1
C -5.04556 -1.33229 -1.08525 -1.352
C -4.04441 -2.47706 -0.96215 0.931
C -4.75506 -3.77564 -0.59287 -1.607
C -2.98350 -2.15522 0.10023 -1.422
N -2.20436 -0.98893 -0.23220 0.058
C -2.34513 0.21821 0.36025 0.591
S -3.21740 0.36209 1.77013 -0.460
N -1.74444 1.28534 -0.22097 0.347
C -1.67730 2.56350 0.45265 -1.434
C -0.24683 3.03359 0.74212 -1.076
N 0.56795 2.05922 1.44541 0.903
C 1.94717 2.49577 1.50142 -1.294
C 0.06979 1.75598 2.77283 -1.088
C -1.07578 1.21588 -1.49858 -2.896
C 0.36777 0.78390 -1.41800 1.148
C 0.86750 0.02158 -0.41776 0.827
C 2.24980 -0.31899 -0.35171 0.168
C 2.76960 -1.10170 0.69842 -1.369
C 4.10888 -1.35942 0.69152 0.914
C 4.95199 -0.87048 -0.32275 0.820
C 4.47808 -0.10901 -1.35561 -1.097
C 3.10130 0.16829 -1.36213 -0.305
N 2.55833 0.93130 -2.35769 -0.066
C 1.23346 1.30072 -2.46754 0.333
O 0.87171 2.01451 -3.38866 -0.753
O 6.22912 -1.27574 -0.08217 -0.500
C 6.18460 -2.03243 1.11070 -0.286
O 4.85779 -2.07981 1.58351 -0.515
H -4.54953 -0.40866 -1.37641 0.284
H -5.80017 -1.56453 -1.83309 0.432
H -5.54067 -1.16302 -0.13211 0.307
H -3.53963 -2.61328 -1.92763 0.217
H -4.04587 -4.59725 -0.51939 0.394
H -5.25830 -3.66794 0.36496 0.350
H -5.49792 -4.02898 -1.34523 0.413
H -2.30299 -3.00630 0.21209 0.328
H -3.46732 -1.96212 1.05995 0.460
H -1.67775 -1.05108 -1.08903 0.219
H -2.15827 3.32281 -0.17587 0.382
H -2.24984 2.47699 1.37701 0.590
H 0.25776 3.24967 -0.20432 0.400
H -0.32417 3.98260 1.30417 0.576
H 2.54933 1.71358 1.96174 0.334
H 2.07536 3.42445 2.07948 0.363
H 2.31772 2.66398 0.49033 0.310
H 0.73834 1.03474 3.24027 0.333
H 0.01395 2.64799 3.41489 0.302
H -0.91939 1.30964 2.70807 0.250
H -1.09600 2.21207 -1.95284 0.471
H -1.62949 0.56478 -2.18790 0.690
H 0.22824 -0.33953 0.37147 0.419
H 2.12322 -1.47196 1.47552 0.533
H 5.13076 0.26363 -2.12724 0.426
H 3.17173 1.29037 -3.08016 0.192
H 6.54413 -3.05403 0.91046 0.251
H 6.83176 -1.56181 1.86766 0.253
```

The LUMO energy comes out at 0.01201 Ha. The energy relative to the best compared isomer or geometry (same formula, charge and spin) comes out at 49.11 kcal per mole. The value obtained for the gap between HOMO and LUMO is 8.228 eV. Its HOMO energy is -7.90 eV. Its SMILES is CC(C)CNC(=S)N(CCN(C)C)Cc1cc2cc3c(cc2[nH]c1=O)OCO3.